# C36H57Br22FI2N2

A molecular structure, C36H57Br22FI2N2 (ωB97M-V/def2-TZVPD, OMol25).

XYZ file:
```
120
Properties=species:S:1:pos:R:3:forces:R:3
C 3.653 -0.829 2.701 0.4 -0.1 -0.2
C 3.731 -0.197 1.335 -0.1 0.0 -0.4
I 5.652 0.114 0.571 0.0 -0.1 0.1
C 2.636 0.133 0.649 0.3 0.1 0.5
I 2.670 0.960 -1.270 -0.2 -0.1 0.0
C 1.300 -0.140 1.247 0.0 -0.3 -0.6
C 0.634 -1.286 0.733 -0.1 0.3 0.3
C -0.563 -1.672 1.243 0.1 -0.4 -0.8
C -1.160 -0.939 2.285 0.0 -0.1 0.0
N -2.346 -1.380 2.796 0.2 0.3 0.1
C -2.815 -0.678 3.788 -0.3 0.0 0.0
C -2.168 0.475 4.291 0.0 0.0 0.1
N -1.035 0.915 3.825 -0.1 -0.3 0.0
C -0.504 0.202 2.793 0.0 0.1 0.1
C 0.749 0.613 2.255 0.5 0.1 -0.3
C 1.476 1.816 2.797 -0.7 0.2 0.7
C 0.875 3.191 2.484 0.6 0.2 -0.3
C 0.483 3.410 1.026 0.1 0.4 0.1
F -0.188 3.517 3.324 -0.1 -0.1 -0.1
H 2.956 -1.667 2.699 -0.2 0.1 0.0
H 3.357 -0.081 3.435 -0.1 -0.1 0.1
H 4.623 -1.229 2.983 0.0 0.1 0.1
H 1.097 -1.863 -0.055 0.1 0.0 -0.1
H -1.045 -2.569 0.852 0.2 0.8 0.1
H -3.745 -0.999 4.241 -0.1 -0.1 0.0
H -2.621 1.011 5.118 0.0 0.1 0.0
H 2.511 1.846 2.462 -0.1 -0.1 -0.2
H 1.511 1.745 3.888 0.0 0.0 0.0
H 1.654 3.919 2.730 0.0 0.0 0.1
H 0.619 2.530 0.403 -0.3 -0.1 0.0
H -0.537 3.789 0.978 -0.1 -0.3 0.0
H 1.106 4.197 0.605 0.0 -0.1 -0.1
Br 2.589 7.050 -3.832 0.0 0.0 -0.1
C 2.766 7.379 -1.926 0.1 0.1 -0.1
C 3.878 6.554 -1.334 -0.1 -0.1 0.2
Br 3.352 4.693 -1.146 0.1 0.0 -0.1
H 1.799 7.168 -1.482 0.0 0.0 0.0
H 2.983 8.441 -1.829 0.0 0.0 0.0
H 4.116 6.898 -0.330 0.0 0.0 0.0
H 4.776 6.564 -1.943 0.0 0.1 0.0
Br 1.845 1.997 -4.951 0.1 0.1 0.0
C 1.280 0.384 -5.879 -0.1 0.1 0.1
C 1.329 -0.817 -4.973 0.1 -0.2 -0.1
Br 3.150 -1.437 -4.699 0.0 0.0 0.0
H 1.920 0.280 -6.749 0.0 0.0 0.0
H 0.259 0.578 -6.200 0.0 0.0 0.0
H 0.803 -1.654 -5.427 0.0 0.0 0.0
H 0.915 -0.615 -3.990 0.0 0.0 0.0
Br -6.969 -0.429 3.698 0.1 0.0 0.0
C -6.646 -1.448 2.070 -0.1 0.1 0.0
C -7.166 -2.856 2.186 0.2 -0.2 -0.1
Br -6.001 -3.975 3.269 -0.1 0.2 -0.1
H -5.577 -1.411 1.878 0.0 0.0 0.0
H -7.176 -0.909 1.288 0.0 0.0 0.0
H -7.192 -3.330 1.208 0.0 0.1 0.0
H -8.153 -2.899 2.636 0.0 0.0 0.0
Br 0.204 -6.735 3.348 0.0 0.0 0.1
C -1.559 -7.000 2.576 0.1 -0.2 -0.1
C -1.790 -6.103 1.391 -0.2 0.2 0.1
Br -2.151 -4.264 1.933 -0.4 -0.9 0.2
H -2.278 -6.831 3.373 0.0 0.1 0.0
H -1.585 -8.045 2.276 0.0 0.0 0.0
H -2.675 -6.423 0.844 0.0 0.0 0.0
H -0.940 -6.073 0.717 0.0 -0.1 0.0
Br -6.397 -6.377 5.694 0.1 -0.1 0.2
C -4.693 -7.127 6.277 -0.2 -0.1 0.2
C -3.808 -6.074 6.887 0.2 0.0 -0.2
Br -3.031 -4.951 5.503 0.0 0.1 0.0
H -4.242 -7.595 5.408 0.0 0.0 0.0
H -4.946 -7.893 7.007 0.0 0.0 0.0
H -2.967 -6.535 7.401 0.0 -0.1 0.0
H -4.336 -5.420 7.573 -0.1 0.0 0.0
Br -5.053 -10.884 5.170 0.0 0.0 -0.1
C -6.429 -9.904 4.201 0.1 0.0 0.2
C -7.780 -10.551 4.338 -0.1 -0.1 -0.2
Br -7.940 -12.140 3.228 0.0 0.0 0.1
H -6.098 -9.840 3.169 0.0 0.0 0.0
H -6.438 -8.912 4.646 -0.1 0.0 0.0
H -8.558 -9.875 3.990 0.0 0.0 0.0
H -7.993 -10.857 5.357 0.0 0.0 0.0
Br 5.936 4.948 -6.249 0.0 0.1 0.0
C 4.047 4.657 -6.611 0.2 -0.1 -0.1
C 3.628 5.265 -7.923 -0.2 0.0 0.0
Br 3.451 7.200 -7.801 0.1 0.0 0.0
H 3.502 5.065 -5.766 0.0 0.0 0.0
H 3.919 3.578 -6.636 0.0 0.0 0.0
H 2.641 4.906 -8.210 0.0 0.0 0.0
H 4.332 5.067 -8.724 0.0 0.0 0.0
Br 4.857 3.550 2.175 -0.1 0.0 0.1
C 4.964 3.813 4.101 0.0 0.2 -0.2
C 6.136 3.090 4.708 0.0 -0.1 0.2
Br 5.809 1.182 4.859 0.0 0.0 -0.1
H 4.012 3.494 4.514 0.0 0.0 0.0
H 5.077 4.887 4.237 0.0 0.0 0.0
H 6.307 3.434 5.725 0.0 0.0 0.0
H 7.044 3.207 4.126 0.0 0.0 0.0
Br -0.037 9.466 -7.062 -0.1 0.0 0.1
C 0.738 11.070 -6.277 0.1 -0.1 -0.2
C 1.577 10.747 -5.069 0.0 0.0 0.2
Br 0.482 10.341 -3.516 0.0 0.0 0.0
H -0.087 11.737 -6.047 0.0 0.0 0.0
H 1.354 11.507 -7.059 0.0 0.0 0.0
H 2.176 11.608 -4.783 0.0 0.0 0.0
H 2.224 9.888 -5.226 0.0 0.0 0.0
Br -0.519 8.363 -12.941 0.0 0.0 0.0
C -0.271 8.683 -11.038 0.0 0.1 -0.2
C 0.836 7.840 -10.466 0.0 -0.1 0.2
Br 0.284 5.991 -10.220 0.0 0.0 0.0
H -1.227 8.494 -10.561 0.0 0.0 0.0
H -0.023 9.738 -10.951 0.0 0.0 0.0
H 1.105 8.192 -9.473 0.0 0.0 0.0
H 1.720 7.822 -11.095 0.0 0.0 0.0
Br -0.853 -10.820 2.011 0.0 0.0 -0.1
C 0.844 -11.561 2.608 -0.1 0.0 0.1
C 1.764 -10.508 3.163 0.2 0.0 -0.1
Br 2.580 -9.440 1.761 0.0 0.0 0.0
H 1.271 -12.080 1.756 0.0 0.0 0.0
H 0.583 -12.281 3.380 0.0 0.0 0.0
H 2.594 -10.976 3.688 0.0 0.0 0.0
H 1.259 -9.813 3.827 -0.1 0.0 0.0
```
Positions in Å, forces in eV/Å.

Results
Calculated total energy   -1601091.8718 eV
Highest occupied orbital energy   -8.42 eV
Orbital gap   0.3066 Eh
Total charge   0
LUMO energy   -0.0029 hartree